This record from the OMol25 dataset describes a molecular structure, C24H24FMnN5O3S at a distorted geometry. The level of theory is ωB97M-V/def2-TZVPD.

Output
- total charge = 0
- HOMO (spin up / spin down) (eV) = -6.32 / -7.71
- F_max (hartree/bohr) = 0.0459
- LUMO energy (spin up / spin down) (Ha) = -0.0061 / -0.0129
- HOMO-LUMO gap (spin up / spin down) (eV) = 6.2 / 7.4
- ΔE to the lowest compared entry with this formula, charge and spin (kcal/mol) = 0.00
- energy (eV) = -83746.9276
- spin multiplicity = 6

```
59
Properties=species:S:1:pos:R:3:forces:R:3
Mn 2.51129 -0.07581 0.27469 0.443 -0.629 0.639
C -0.10304 5.19858 1.89601 -0.063 -0.120 -0.051
C -0.81182 3.88551 1.57330 0.113 0.103 0.039
N -0.13383 2.71770 2.11064 -0.017 0.345 -0.242
C 0.89614 2.10851 1.50037 0.496 -1.242 0.649
S 1.52962 0.66328 2.29381 -0.634 0.902 0.752
N 1.34178 2.59814 0.36373 -0.489 0.753 -0.299
N 2.28364 1.83487 -0.20851 0.298 2.070 -1.095
C 2.88057 2.25011 -1.28259 -0.902 0.444 0.760
C 2.52219 3.52765 -1.96847 0.120 0.014 -0.077
C 3.89683 1.34670 -1.79234 0.823 -0.937 -0.217
C 4.60060 1.57728 -2.97576 -0.416 0.320 0.222
C 5.54628 0.66830 -3.39970 0.154 -0.330 0.134
C 5.78641 -0.46468 -2.63076 0.064 0.202 -0.274
C 5.05771 -0.63497 -1.47026 -0.073 -0.106 0.208
N 4.13939 0.23129 -1.05065 0.521 0.637 -0.938
H -0.71842 6.04406 1.58418 0.034 0.020 0.008
H 0.85070 5.24488 1.37148 0.020 0.004 0.033
H 0.08529 5.27921 2.96734 -0.017 0.049 0.003
H -0.87830 3.75975 0.49276 -0.069 -0.021 0.027
H -1.82553 3.88627 1.97671 -0.003 0.001 -0.009
H -0.29567 2.45094 3.06506 -0.071 -0.132 -0.007
H 1.73760 4.02296 -1.40469 0.022 -0.005 -0.008
H 2.15548 3.32330 -2.97742 0.034 0.026 -0.021
H 3.38108 4.19746 -2.04732 0.012 -0.016 -0.032
H 4.37727 2.46629 -3.54975 0.067 -0.020 -0.030
H 6.09466 0.83148 -4.31781 -0.014 0.024 -0.013
H 6.51747 -1.20162 -2.93042 0.002 -0.005 0.038
H 5.20824 -1.50230 -0.83789 -0.071 -0.020 -0.015
C -2.63161 -4.97839 1.76647 0.052 0.079 -0.121
C -3.12789 -3.90200 0.80644 -0.196 -0.171 0.236
C -4.34611 -3.20119 1.39753 0.028 0.098 -0.172
C -4.88483 -2.16664 0.42298 0.113 -0.024 0.081
C -3.79376 -1.19211 0.07593 -0.278 0.058 -0.033
C -4.09286 0.11363 -0.25479 0.024 -0.192 0.053
C -3.07940 0.99281 -0.61221 0.215 -0.041 -0.021
F -3.40778 2.26417 -0.91108 -0.053 0.059 -0.017
C -1.77355 0.59881 -0.67354 -0.050 0.049 -0.029
C -1.44961 -0.71670 -0.32279 -0.369 -0.106 0.004
C -0.05658 -1.12393 -0.37230 0.288 -0.158 -0.041
O 0.80114 -0.36519 -0.88456 -0.698 -0.071 -0.284
C 0.23878 -2.39874 0.19485 0.172 0.140 0.006
C -0.78285 -3.21914 0.56113 -0.099 0.107 -0.062
N -2.09045 -2.89593 0.49118 0.074 -0.101 0.071
C -2.45306 -1.61583 0.08290 0.301 0.276 -0.151
C 1.65761 -2.87004 0.46767 -0.034 -0.010 0.103
O 1.85885 -4.06164 0.64286 -0.049 -0.015 -0.029
O 2.52730 -1.92865 0.55140 0.240 -2.279 0.127
H -3.48624 -5.56998 2.09128 -0.014 -0.007 -0.018
H -2.17347 -4.52580 2.64713 0.008 -0.031 0.012
H -1.91969 -5.65980 1.30413 0.021 0.003 0.045
H -3.42048 -4.37893 -0.13592 -0.017 0.042 -0.008
H -4.05028 -2.71155 2.32980 -0.033 -0.046 0.045
H -5.10773 -3.94518 1.62882 0.031 -0.036 0.014
H -5.74536 -1.64344 0.84009 0.010 0.030 -0.018
H -5.21859 -2.66496 -0.49272 -0.064 -0.023 0.030
H -5.11908 0.45756 -0.23204 0.003 0.021 -0.020
H -0.98006 1.27089 -0.97361 -0.014 0.023 0.037
H -0.52600 -4.19723 0.93725 0.004 -0.007 -0.024
```
Forces are in eV/Å.

These are the Löwdin partial charges, in e, on atoms 1 to 2: number 1, Mn, carries 0.636; number 2, C, carries -0.089